No. 1
# C4H3NOS

A single C4H3NOS molecule in a non-equilibrium geometry (ωB97M-V/def2-TZVPD, OMol25).

The geometry in XYZ format:
```
10
C4H3NOS, DFT ωB97M-V/def2-TZVPD
C 0.586 1.294 1.229
C 1.056 0.222 0.470
C 1.806 -0.294 -0.538
C 0.360 -0.434 -0.838
N 1.043 1.557 2.442
O 1.375 2.759 4.620
S 0.468 1.977 3.812
H -0.225 1.754 0.756
H -0.058 -1.393 -0.622
H -0.067 0.180 -1.562
```

Values from the calculation:
DFT total energy: -18561.9085 eV
total charge: 0
2S+1: 1
orbital gap (spin up / spin down): 5.6 / 6.6 eV
energy above the lowest of the compared OMol25 structures with the same formula, charge and spin: 146.3 kcal/mol
LUMO (spin up / spin down): -2.17 / -1.87 eV

---

No. 2
# C8H5DyN2O5

A molecular structure, C8H5DyN2O5 in a non-equilibrium geometry (ωB97M-V/def2-TZVPD, OMol25).

The geometry in XYZ format:
```
21
C8H5DyN2O5, DFT ωB97M-V/def2-TZVPD
O 1.865 3.531 1.332
C 1.101 2.698 1.180
Dy -0.485 0.238 0.777
O 1.729 -1.184 3.089
C 0.960 -0.689 2.392
C -2.313 -1.312 1.201
O -3.044 -2.137 1.566
C -2.854 1.070 0.343
O -3.975 1.359 0.165
C -1.905 1.142 2.623
O -2.504 1.430 3.563
H -1.754 1.618 -0.071
N 2.153 -0.054 -1.385
C 2.359 -0.820 -2.471
C 1.178 -1.536 -2.725
C 0.259 -1.147 -1.721
N 0.852 -0.205 -0.907
H 2.830 0.546 -0.902
H 3.317 -0.838 -2.983
H 0.996 -2.239 -3.507
H -0.763 -1.473 -1.560
```

Values from the calculation:
DFT total energy: -45657.4338 eV
total charge: +2
expectation value of S²: 9.348
2S+1: 6
orbital gap (spin up / spin down): 6.5 / 6.8 eV
energy above the lowest of the compared OMol25 structures with the same formula, charge and spin: 2.8 kcal/mol
LUMO (spin up / spin down): -9.32 / -9.20 eV

---

No. 3
# C19H29BF4I2N4O11S3

2 unconnected molecules or ions with the total composition C19H29BF4I2N4O11S3 in a non-equilibrium geometry (ωB97M-V/def2-TZVPD, OMol25).

The geometry in XYZ format:
```
73
C19H29BF4I2N4O11S3, DFT ωB97M-V/def2-TZVPD
C -0.984 -0.599 3.785
C -0.936 1.034 3.619
C -0.752 1.521 2.030
O 0.105 0.580 1.347
C 0.388 0.942 -0.083
B 1.935 1.549 0.171
O 2.752 2.229 -0.850
O 2.610 1.383 1.508
N -0.451 2.126 -0.608
C -0.257 3.619 -0.494
C 0.508 4.297 -1.818
O 1.200 5.444 -1.767
C -1.516 1.493 -1.263
N -2.714 2.127 -1.922
C -2.405 3.051 -3.053
O -2.461 4.412 -3.030
F -2.046 2.506 -4.418
C -3.761 2.607 -0.962
O -3.943 3.832 -0.471
F -4.703 1.560 -0.412
C -1.439 -0.184 -1.335
S -2.455 -0.956 0.091
N -2.111 -0.392 -2.624
C -3.191 -1.369 -2.782
C -4.743 -0.800 -2.510
C 0.234 -0.299 -1.205
C 0.923 0.275 -2.591
C 2.467 -0.315 -2.850
C 3.311 0.788 -3.767
O 4.705 0.737 -3.259
C 0.877 -1.761 -0.792
I 2.019 -2.199 1.079
C 0.809 -3.006 -1.658
C 1.464 -4.472 -1.183
I -0.094 -3.040 -3.629
H -1.235 -0.823 4.919
H -1.719 -1.143 3.038
H 0.137 -0.978 3.634
H 0.065 1.402 4.156
H -1.808 1.608 4.167
H -1.828 1.678 1.598
H -0.168 2.560 2.111
H 3.429 2.780 -0.322
H 2.684 2.312 1.896
H 0.219 3.989 0.511
H -1.351 4.098 -0.520
H 0.443 3.751 -2.869
H -3.068 0.048 0.853
H -1.821 0.166 -3.434
H -3.229 -1.647 -3.948
H -3.038 -2.440 -2.274
H -4.905 0.281 -2.929
H -5.443 -1.614 -3.032
H -4.974 -0.904 -1.349
H 0.333 -0.038 -3.579
H 1.021 1.436 -2.659
H 3.080 -0.399 -1.835
H 2.456 -1.341 -3.445
H 3.363 0.481 -4.899
H 2.937 1.889 -3.606
H 4.754 1.332 -2.448
H 1.355 -5.290 -2.044
H 2.634 -4.340 -1.037
H 0.923 -4.908 -0.232
N 3.001 -3.250 6.551
S 2.362 -3.546 5.147
O 1.164 -2.799 4.782
O 2.445 -4.910 4.638
F 3.444 -2.827 4.208
S 2.098 -3.791 7.719
O 2.464 -3.269 9.036
O 1.738 -5.203 7.717
F 0.693 -3.073 7.486
```

Values from the calculation:
DFT total energy: -108891.4595 eV
total charge: 0
2S+1: 1
orbital gap: 4.1 eV
energy above the lowest of the compared OMol25 structures with the same formula, charge and spin: 286.8 kcal/mol
LUMO: -4.48 eV

---

No. 4
# C21H31F5P2STi

A molecular structure, C21H31F5P2STi in a non-equilibrium geometry (ωB97M-V/def2-TZVPD, OMol25).

The geometry in XYZ format:
```
61
C21H31F5P2STi, DFT ωB97M-V/def2-TZVPD
P 0.876 2.640 -1.239
P 2.077 -1.086 -1.634
C 2.347 1.837 -2.009
C 2.116 0.451 -2.665
H 3.147 1.847 -1.263
H 2.659 2.544 -2.801
H 1.201 0.464 -3.289
H 2.950 0.297 -3.379
C 3.892 -1.286 -1.371
H 4.048 -2.235 -0.846
H 4.278 -0.486 -0.734
H 4.447 -1.285 -2.313
C 1.718 -2.484 -2.718
H 2.626 -2.797 -3.252
H 0.951 -2.223 -3.456
H 1.371 -3.332 -2.126
C 1.440 4.274 -0.678
H 0.614 4.805 -0.186
H 1.819 4.862 -1.526
H 2.232 4.139 0.069
C -0.151 2.921 -2.705
H -0.240 1.994 -3.287
H 0.299 3.729 -3.321
H -1.168 3.206 -2.420
Ti -2.675 -0.719 -0.662
C 1.790 -1.365 0.302
C 2.718 -0.846 1.253
C 2.973 0.564 1.455
C 1.872 1.147 2.369
C 0.872 1.975 1.713
C 0.373 1.830 0.367
C -0.115 0.355 -0.207
C 0.208 -0.910 0.552
C -4.487 -0.289 -1.364
H 1.857 -2.464 0.427
H 3.055 -1.509 2.065
H 3.061 1.116 0.520
H 3.928 0.653 1.987
H 1.374 0.330 2.946
H 2.348 1.835 3.100
H 0.324 2.657 2.386
H -0.655 2.312 0.455
H 0.274 0.266 -1.259
H -1.276 0.529 -0.376
H 0.028 -0.797 1.641
H -0.440 -1.743 0.170
H -4.920 -1.248 -1.699
H -4.379 0.394 -2.224
H -5.137 0.166 -0.598
F -5.424 -4.456 3.785
C -4.656 -3.424 3.373
C -4.032 -3.462 2.120
F -4.161 -4.518 1.276
C -3.412 -2.327 1.646
F -3.010 -2.399 0.271
C -3.423 -1.103 2.312
S -3.071 0.327 1.352
C -3.907 -1.123 3.668
F -3.784 -0.027 4.472
C -4.531 -2.263 4.161
F -5.112 -2.260 5.394
```

Values from the calculation:
DFT total energy: -88383.4022 eV
total charge: 0
expectation value of S²: 2.039
2S+1: 3
orbital gap (spin up / spin down): 4.9 / 4.4 eV
energy above the lowest of the compared OMol25 structures with the same formula, charge and spin: 166.8 kcal/mol
LUMO (spin up / spin down): -0.16 / -0.66 eV

---

Look up the total charge of the second one.
+2

---

Copy entry 1 word for word.
# C4H3NOS

A single C4H3NOS molecule in a non-equilibrium geometry (ωB97M-V/def2-TZVPD, OMol25).

The geometry in XYZ format:
```
10
C4H3NOS, DFT ωB97M-V/def2-TZVPD
C 0.586 1.294 1.229
C 1.056 0.222 0.470
C 1.806 -0.294 -0.538
C 0.360 -0.434 -0.838
N 1.043 1.557 2.442
O 1.375 2.759 4.620
S 0.468 1.977 3.812
H -0.225 1.754 0.756
H -0.058 -1.393 -0.622
H -0.067 0.180 -1.562
```

Values from the calculation:
DFT total energy: -18561.9085 eV
total charge: 0
2S+1: 1
orbital gap (spin up / spin down): 5.6 / 6.6 eV
energy above the lowest of the compared OMol25 structures with the same formula, charge and spin: 146.3 kcal/mol
LUMO (spin up / spin down): -2.17 / -1.87 eV

---

Copy entry 1 word for word.
# C4H3NOS

A single C4H3NOS molecule in a non-equilibrium geometry (ωB97M-V/def2-TZVPD, OMol25).

The geometry in XYZ format:
```
10
C4H3NOS, DFT ωB97M-V/def2-TZVPD
C 0.586 1.294 1.229
C 1.056 0.222 0.470
C 1.806 -0.294 -0.538
C 0.360 -0.434 -0.838
N 1.043 1.557 2.442
O 1.375 2.759 4.620
S 0.468 1.977 3.812
H -0.225 1.754 0.756
H -0.058 -1.393 -0.622
H -0.067 0.180 -1.562
```

Values from the calculation:
DFT total energy: -18561.9085 eV
total charge: 0
2S+1: 1
orbital gap (spin up / spin down): 5.6 / 6.6 eV
energy above the lowest of the compared OMol25 structures with the same formula, charge and spin: 146.3 kcal/mol
LUMO (spin up / spin down): -2.17 / -1.87 eV

---

Which value of 2S+1 does entry 1 give?
1